# 1
Below is a molecular structure, C40H44FN6OReSSi, with properties calculated with wB97M-V/def2-TZVPD.

Results
2S+1: 2
Gap between HOMO and LUMO (spin up / spin down), eV: 7.240 / 7.242
<S²>: 0.7589
Energy relative to the best compared isomer or geometry (same formula, charge and spin), eV: 0.0000
LUMO (spin up / spin down), eV: -2.934 / -2.833
Total charge: +1
Strongest force on any atom, eV/A: 0.520
E_HOMO (spin up / spin down), eV: -10.175 / -10.075

Geometry as XYZ:
```
95
Properties=species:S:1:pos:R:3:forces:R:3:mulliken_charge:R:1
Re -0.748 -0.264 -0.709 0.20 0.24 0.12 0.81
C 4.215 -0.720 2.091 -0.04 -0.04 0.06 -1.82
C 3.715 -0.452 3.510 0.00 -0.03 -0.03 1.99
C 4.044 -1.671 4.384 0.03 0.01 -0.02 -1.85
C 4.440 0.785 4.061 0.00 0.02 -0.02 -1.63
C 2.208 -0.210 3.538 0.04 0.01 0.04 0.68
C 1.598 0.131 4.762 -0.05 -0.02 -0.03 -0.40
C 0.246 0.366 4.871 0.07 -0.03 -0.03 -1.23
C -0.524 0.268 3.716 0.02 0.02 0.09 1.42
S -2.236 0.465 3.539 0.02 0.00 -0.02 -0.50
C -2.085 0.117 1.867 -0.04 -0.13 -0.04 -0.02
N -0.857 -0.082 1.441 -0.18 -0.14 0.06 1.06
C 0.056 -0.049 2.492 0.07 0.11 -0.05 -1.90
C 1.424 -0.312 2.405 0.01 0.03 -0.02 0.23
C -3.205 -0.073 0.952 0.02 0.03 -0.03 1.30
C -4.530 -0.024 1.379 0.06 -0.02 -0.06 -0.72
C -5.539 -0.333 0.483 -0.01 0.00 -0.02 -1.08
C -5.211 -0.694 -0.818 -0.02 0.01 0.02 -1.01
C -3.884 -0.723 -1.232 0.04 0.10 -0.03 -0.33
C -2.837 -0.400 -0.370 -0.23 -0.06 0.16 0.08
H 5.302 -0.811 2.096 0.01 -0.03 0.01 0.55
H 3.952 0.089 1.406 0.01 0.02 0.01 0.35
H 3.808 -1.651 1.692 -0.01 0.05 0.04 0.20
H 5.120 -1.856 4.381 0.01 0.00 -0.01 0.46
H 3.544 -2.564 4.004 -0.01 -0.01 -0.01 0.35
H 3.734 -1.523 5.418 -0.01 0.01 0.01 0.39
H 5.518 0.660 3.956 0.01 -0.01 0.02 0.45
H 4.228 0.948 5.117 -0.02 0.01 0.01 0.37
H 4.148 1.685 3.516 0.01 0.00 -0.02 0.23
H 2.206 0.196 5.654 0.01 0.02 0.02 0.47
H -0.203 0.605 5.826 0.00 0.02 0.00 0.46
H 1.848 -0.592 1.451 -0.01 0.08 -0.03 -0.62
H -4.777 0.241 2.401 0.01 0.01 0.01 0.48
H -6.574 -0.296 0.797 0.00 -0.02 0.00 0.41
H -5.998 -0.948 -1.517 0.00 0.01 -0.01 0.44
H -3.675 -0.985 -2.261 0.00 0.02 0.00 0.35
O 1.097 -0.810 -1.143 -0.02 0.00 0.30 0.16
C 1.982 -1.736 -0.848 0.22 -0.15 -0.08 0.07
C 3.339 -1.488 -1.113 -0.10 -0.02 -0.03 -1.31
C 4.283 -2.452 -0.850 0.03 -0.05 -0.01 -0.64
C 3.913 -3.683 -0.303 -0.04 0.01 0.01 -1.04
C 2.583 -3.933 -0.044 0.06 0.02 -0.05 -1.32
C 1.598 -2.978 -0.329 0.00 0.01 -0.02 1.43
C 0.187 -3.259 -0.141 0.11 0.13 0.04 0.23
N -0.838 -2.405 -0.221 -0.16 -0.49 -0.04 0.35
C -1.976 -3.145 0.077 -0.01 0.01 0.04 -0.35
C -1.636 -4.431 0.312 -0.10 -0.01 0.02 -1.17
N -0.275 -4.492 0.165 0.03 0.14 0.01 -0.03
H 3.611 -0.524 -1.521 -0.01 0.01 0.00 0.54
H 5.326 -2.247 -1.055 0.00 -0.01 0.00 0.46
H 4.661 -4.431 -0.080 0.01 -0.01 0.00 0.44
H 2.310 -4.887 0.391 0.01 -0.02 0.01 0.36
H -2.951 -2.696 0.104 0.00 -0.06 -0.02 0.36
H -2.229 -5.290 0.565 -0.02 0.01 0.00 0.46
H 0.295 -5.312 0.257 0.02 -0.03 0.01 0.17
C -2.883 1.721 -3.349 0.06 -0.03 0.12 -1.13
Si -2.233 2.554 -1.794 0.13 0.15 -0.06 0.72
C -1.338 4.108 -2.366 0.02 -0.02 0.10 -1.32
C -3.835 2.903 -0.874 0.09 -0.03 -0.04 -1.16
N -0.992 1.673 -0.757 -0.16 0.30 -0.40 1.25
C -0.385 2.520 0.226 0.04 0.00 0.06 -0.30
C -1.068 3.564 0.856 -0.10 -0.11 0.28 -0.07
C -0.492 4.345 1.845 0.02 -0.02 0.02 -1.07
C 0.818 4.125 2.240 -0.02 0.00 0.00 -0.72
C 1.550 3.145 1.595 0.00 -0.01 0.00 -0.44
C 0.955 2.391 0.606 0.02 0.26 -0.24 0.56
F 1.763 1.558 -0.077 0.00 -0.29 -0.13 -0.34
H -3.243 2.570 -3.939 -0.06 0.01 -0.01 0.57
H -3.748 1.098 -3.134 0.01 -0.02 0.03 0.36
H -2.203 1.162 -3.981 0.06 0.01 -0.04 0.18
H -1.678 4.375 -3.368 -0.01 0.03 -0.02 0.45
H -0.257 3.955 -2.409 0.00 -0.02 -0.03 0.33
H -1.500 4.974 -1.723 -0.03 -0.03 0.05 0.36
H -4.580 3.184 -1.622 0.01 0.02 -0.04 0.40
H -3.828 3.680 -0.115 0.01 0.08 -0.03 0.60
H -4.190 1.987 -0.405 -0.07 -0.07 0.03 0.23
H -2.093 3.762 0.601 -0.07 -0.07 -0.04 0.19
H -1.082 5.125 2.308 0.01 0.01 0.01 0.46
H 1.272 4.723 3.018 0.01 0.01 0.01 0.46
H 2.592 2.959 1.819 0.00 0.02 0.01 0.50
C 0.953 1.216 -5.679 0.02 0.01 -0.02 -1.46
C 0.200 0.311 -4.769 -0.02 -0.01 0.02 0.65
C -0.487 -0.862 -5.003 0.06 -0.01 0.06 -1.40
C -1.004 -1.268 -3.763 -0.06 0.03 -0.02 0.03
N -0.684 -0.371 -2.831 -0.06 0.06 -0.12 0.78
N 0.067 0.562 -3.459 0.00 -0.04 0.03 0.69
C -1.725 -2.535 -3.459 0.00 -0.03 -0.01 -1.38
H 0.954 0.809 -6.687 0.00 0.00 0.00 0.40
H 1.987 1.326 -5.353 0.00 0.00 0.00 0.29
H 0.497 2.206 -5.709 0.00 0.00 0.00 0.31
H -0.585 -1.376 -5.943 -0.01 0.00 -0.03 0.55
H 0.456 1.311 -2.907 0.01 0.05 -0.01 0.05
H -2.359 -2.820 -4.298 -0.01 0.00 0.00 0.47
H -2.332 -2.455 -2.563 0.03 0.00 0.02 0.10
H -1.004 -3.339 -3.297 0.01 0.00 -0.01 0.24
```
Positions in Å, forces in eV/Å.

***

# 2
Below is 5 unconnected molecules or ions with the total composition C23H49ClNO10 in a non-equilibrium geometry, with properties calculated with wB97M-V/def2-TZVPD.

Results
2S+1: 1
Gap between HOMO and LUMO, eV: 6.015
LUMO, eV: 1.934
Total charge: -1
Strongest force on any atom, eV/A: 9.568
E_HOMO, eV: -4.082

Geometry as XYZ:
```
84
Properties=species:S:1:pos:R:3:forces:R:3:mulliken_charge:R:1
C 2.434 2.754 -4.927 -8.91 2.36 2.58 -0.72
C 1.063 3.044 -4.664 8.29 -2.03 -0.56 0.23
N -0.383 3.187 -4.244 3.56 -1.10 -1.09 -0.18
C -1.187 1.923 -4.444 -1.51 -1.19 0.62 0.17
C -0.388 0.533 -4.038 -1.24 -0.81 -0.28 -0.67
C 0.345 -0.217 -5.301 1.84 -0.10 0.31 -0.34
C 1.430 -1.315 -4.657 -0.18 1.87 -0.08 -0.44
Cl 0.500 -2.922 -4.500 1.11 0.97 0.16 -0.18
C -1.914 1.830 -5.947 -4.08 -0.33 -4.57 0.07
O -1.302 2.123 -7.098 -1.78 -1.24 6.06 -0.64
O -3.361 1.436 -5.974 7.37 1.77 1.25 -0.77
H 3.626 2.698 -4.884 -3.60 0.26 -0.32 0.29
H -0.382 3.520 -3.255 0.21 -0.56 -1.15 0.27
H -2.102 1.991 -3.680 1.99 0.05 -1.79 0.26
H 0.327 0.673 -3.094 -1.29 0.01 -2.26 0.20
H -1.236 -0.216 -3.659 1.78 1.58 -0.86 0.32
H -0.385 -0.794 -6.015 1.28 1.35 1.57 0.37
H 1.024 0.516 -5.954 -1.83 -1.37 1.53 0.22
H 1.765 -0.909 -3.588 -0.81 -1.26 -2.26 0.25
H 2.401 -1.424 -5.309 -2.15 -0.17 1.18 0.29
C 1.373 4.295 -0.711 0.12 0.02 -0.17 -0.83
O 1.471 5.103 -1.877 -0.34 0.31 0.36 -0.35
C 0.486 6.141 -1.904 0.62 0.10 -0.31 -0.39
C 1.087 7.490 -1.495 -0.45 -0.32 0.33 -0.74
O 1.483 7.485 -0.120 0.36 -0.13 -0.30 -0.37
C 2.887 7.307 0.037 -0.25 0.04 0.15 -0.72
H 2.283 3.695 -0.634 -0.10 0.05 -0.13 0.37
H 1.278 4.897 0.196 -0.06 -0.04 -0.04 0.35
H 0.515 3.622 -0.800 -0.04 -0.05 0.17 0.31
H -0.372 5.884 -1.271 0.13 0.08 0.05 0.34
H 0.128 6.217 -2.936 0.00 0.01 0.01 0.45
H 0.320 8.265 -1.603 0.02 -0.04 -0.02 0.38
H 1.930 7.760 -2.144 -0.06 -0.15 0.06 0.35
H 3.405 8.236 -0.218 0.14 -0.01 -0.05 0.34
H 3.268 6.491 -0.580 -0.05 0.02 -0.05 0.29
H 3.087 7.070 1.085 -0.12 0.07 -0.08 0.24
C -0.054 4.242 3.126 0.01 0.01 -0.25 -0.88
O 0.524 3.232 2.307 -0.03 -0.15 0.53 -0.16
C 1.171 2.213 3.075 -0.32 -0.20 -0.54 -0.80
C 0.298 0.959 3.185 0.16 0.30 0.49 -0.14
O -0.881 1.214 3.955 0.06 0.11 -0.44 -0.37
C -2.029 1.409 3.136 -0.03 -0.03 0.23 -0.73
H -0.726 4.840 2.507 0.14 -0.08 -0.03 0.22
H -0.630 3.818 3.952 0.05 -0.04 0.00 0.41
H 0.733 4.892 3.519 -0.04 0.06 0.11 0.30
H 1.449 2.588 4.068 -0.14 -0.07 -0.05 0.37
H 2.094 1.952 2.547 -0.02 -0.02 0.01 0.37
H 0.862 0.182 3.713 0.02 0.02 0.00 0.19
H 0.040 0.569 2.193 0.01 0.17 0.05 0.33
H -2.367 0.447 2.743 -0.06 0.03 -0.13 0.33
H -1.832 2.096 2.310 0.06 -0.05 0.00 0.29
H -2.822 1.834 3.756 0.14 -0.09 0.02 0.24
C 1.185 -3.047 4.343 0.15 0.13 0.10 -0.75
O 0.891 -2.071 5.334 -0.33 -0.30 -0.13 -0.40
C -0.517 -1.874 5.502 0.24 0.15 0.62 -0.12
C -1.037 -2.604 6.745 -0.15 -0.21 -0.63 -0.72
O -0.947 -4.023 6.587 0.41 0.24 0.21 -0.37
C 0.174 -4.572 7.271 -0.24 -0.11 -0.14 -0.70
H 2.239 -3.321 4.437 -0.08 0.12 0.03 0.25
H 0.581 -3.950 4.466 -0.04 0.06 0.00 0.33
H 1.020 -2.624 3.348 -0.03 -0.11 -0.09 0.31
H -1.065 -2.184 4.604 0.05 -0.07 0.13 0.33
H -0.676 -0.799 5.636 -0.03 -0.04 -0.06 0.23
H -2.097 -2.364 6.876 0.05 0.02 -0.02 0.38
H -0.505 -2.276 7.646 0.05 -0.02 -0.15 0.36
H -0.028 -4.599 8.346 0.12 0.00 0.08 0.32
H 1.089 -4.005 7.082 -0.03 0.06 0.00 0.30
H 0.324 -5.595 6.917 -0.13 0.11 0.01 0.24
C -1.536 -6.700 -0.223 0.01 -0.20 -0.05 -0.68
O -2.066 -7.533 -1.247 -0.02 0.45 -0.04 -0.38
C -2.874 -6.805 -2.177 0.34 -0.42 -0.29 -0.50
C -2.107 -6.510 -3.471 -0.06 0.59 0.37 -0.57
O -1.025 -5.603 -3.236 -0.05 -0.65 0.11 -0.21
C 0.231 -6.270 -3.159 -0.03 0.29 0.00 -0.90
H -0.750 -7.254 0.295 -0.12 -0.04 -0.08 0.24
H -1.102 -5.782 -0.627 -0.06 -0.02 -0.03 0.27
H -2.323 -6.452 0.495 0.02 0.12 0.06 0.33
H -3.255 -5.881 -1.725 0.15 -0.04 -0.09 0.33
H -3.735 -7.437 -2.418 0.00 0.01 -0.01 0.35
H -2.785 -6.022 -4.179 0.01 -0.03 0.05 0.37
H -1.747 -7.436 -3.935 -0.02 0.03 0.15 0.35
H 0.554 -6.560 -4.162 0.09 -0.08 0.00 0.31
H 0.189 -7.151 -2.515 -0.08 -0.05 -0.01 0.46
H 0.962 -5.573 -2.742 -0.17 0.03 -0.14 0.23
```
Positions in Å, forces in eV/Å.

***

# 3
Below is a molecular structure, C54H47BBrIN5O5RbSTe in a non-equilibrium geometry, with properties calculated with wB97M-V/def2-TZVPD.

Results
2S+1: 1
Gap between HOMO and LUMO, eV: 3.429
Energy relative to the best compared isomer or geometry (same formula, charge and spin), eV: 2.8930
LUMO, eV: 3.443
Total charge: -2
Strongest force on any atom, eV/A: 2.942
E_HOMO, eV: 0.014

Geometry as XYZ:
```
117
Properties=species:S:1:pos:R:3:forces:R:3:mulliken_charge:R:1
Rb -15.123 11.751 16.873 -0.03 0.39 0.20 0.61
C -12.560 10.899 21.433 0.76 -0.38 0.12 -0.62
C -13.112 11.057 20.163 -1.02 0.45 -1.15 -0.56
N -14.272 11.670 19.870 1.12 -0.27 1.97 0.33
C -14.922 12.209 20.957 0.43 0.17 -0.31 -0.31
C -14.404 12.116 22.307 -0.82 0.12 -0.75 1.03
C -13.174 11.467 22.511 0.04 -0.90 0.25 -0.83
C -15.141 12.712 23.360 0.76 0.59 -0.09 -1.04
C -16.179 13.562 23.053 0.59 -1.47 0.17 -0.81
C -16.711 13.659 21.775 -0.56 0.77 -0.21 -0.62
C -16.101 13.048 20.662 0.37 -0.46 -0.25 0.46
N -16.392 13.260 19.359 1.27 -0.30 0.85 0.02
C -17.425 14.036 19.071 -2.44 0.09 -0.78 -0.23
C -18.730 13.772 19.573 0.69 1.48 -0.06 -0.47
C -19.773 14.699 19.419 -0.32 0.07 -0.94 -0.43
C -19.572 15.814 18.625 -0.92 0.09 -0.49 -0.95
C -18.409 15.966 17.824 -0.67 0.37 1.17 1.72
C -18.294 17.029 16.897 1.88 -1.11 -0.23 -0.92
C -17.109 17.080 16.170 -0.85 1.12 -0.17 -0.57
C -16.095 16.132 16.410 -0.37 -1.04 0.75 -0.37
N -16.196 15.147 17.305 -0.05 1.09 -0.50 -0.23
C -17.337 15.087 18.049 0.96 -0.79 -0.37 -0.18
H -11.633 10.297 21.527 -0.60 0.62 -0.04 0.23
H -12.534 10.726 19.313 -0.06 -0.24 -0.22 0.73
H -12.730 11.300 23.507 -0.48 0.41 -0.37 0.31
H -14.713 12.653 24.356 -0.17 0.08 0.05 0.30
H -16.580 14.083 23.885 -0.76 0.61 0.46 0.41
H -17.597 14.301 21.649 0.68 -0.30 -0.08 0.25
H -18.827 12.968 20.260 -0.17 -0.73 0.26 0.74
H -20.804 14.476 19.767 0.90 0.26 0.16 0.33
H -20.359 16.547 18.429 -0.05 -0.29 0.25 0.21
H -19.096 17.734 16.811 -0.25 0.29 -0.24 0.41
H -16.950 17.884 15.417 -0.05 -0.71 0.60 0.30
H -15.174 16.161 15.843 0.04 0.00 -0.08 0.46
O -18.220 9.158 14.101 0.29 0.45 0.39 -0.65
S -18.021 10.260 15.053 2.54 -0.66 -0.75 1.12
O -17.424 9.882 16.324 -0.53 -0.09 0.10 -0.76
N -17.048 11.450 14.534 -1.27 -1.76 1.88 0.50
C -17.183 11.946 13.318 -0.43 0.12 -2.21 -0.03
C -18.145 11.571 12.329 1.06 0.87 0.42 -0.81
C -18.272 12.356 11.177 0.21 0.52 -0.66 -0.65
C -17.402 13.417 10.897 -1.55 -0.99 -0.09 -0.87
C -16.371 13.728 11.773 0.93 -0.23 0.17 1.16
C -15.458 14.794 11.539 0.53 -0.48 2.00 -0.86
C -14.451 15.053 12.457 -1.19 0.35 -1.07 -0.61
C -14.355 14.225 13.577 0.23 -0.50 0.86 -0.07
N -15.233 13.268 13.843 1.18 -0.07 0.12 0.15
C -16.199 12.948 12.950 -0.34 1.33 0.16 -0.33
C -19.647 10.808 15.358 -0.85 0.72 -0.66 0.04
C -20.713 9.938 15.080 0.35 -0.47 0.13 -0.33
C -22.000 10.338 15.361 -1.84 -0.40 -0.37 -0.44
C -22.286 11.658 15.752 0.02 -0.26 -0.07 -0.38
C -21.225 12.513 15.996 0.41 0.53 -0.19 -0.62
C -19.895 12.112 15.743 -1.47 -0.12 1.03 -0.62
H -18.724 10.674 12.467 -0.28 0.12 0.11 0.59
H -19.100 12.133 10.471 0.68 0.12 0.44 0.28
H -17.555 14.047 10.049 -0.13 0.21 -0.57 0.37
H -15.592 15.477 10.749 -0.31 0.52 -1.11 0.39
H -13.884 15.979 12.362 0.28 -0.48 0.01 0.38
H -13.490 14.391 14.269 -1.04 -0.31 -0.28 0.21
H -20.517 8.957 14.616 0.02 0.58 0.57 0.37
H -22.874 9.615 15.237 1.33 1.02 -0.07 0.25
H -23.326 12.019 15.778 0.58 -0.31 0.38 0.34
H -21.380 13.534 16.384 -0.02 -0.54 -0.39 0.39
H -19.151 12.842 15.972 0.79 0.04 -0.09 0.64
O -12.327 12.109 17.275 -0.39 -0.64 -0.47 -0.08
C -11.171 12.519 17.227 1.27 1.51 1.56 -0.35
Br -14.489 4.691 18.414 0.44 -0.25 0.26 -0.20
C -15.147 5.151 16.729 -1.35 0.09 -1.54 0.25
C -15.940 4.183 16.033 1.14 0.09 1.64 -0.34
C -16.720 4.574 14.958 0.35 0.38 0.13 -0.53
C -16.740 5.909 14.545 0.63 0.69 0.29 -0.52
C -15.860 6.835 15.122 -0.17 -1.92 1.17 -0.48
C -15.059 6.458 16.220 -0.16 -0.73 -0.29 0.11
I -13.673 7.816 16.973 -0.12 0.22 0.05 0.24
H -15.867 3.155 16.491 -0.53 1.08 -0.94 0.26
H -17.321 3.863 14.435 -0.35 -0.42 -0.13 0.37
H -17.429 6.283 13.787 0.21 -0.27 0.10 0.39
H -15.851 7.849 14.862 -0.13 1.24 -0.68 0.43
C -9.005 15.193 16.978 -0.45 0.02 -0.35 -1.11
Te -10.980 14.557 16.202 0.21 -1.54 0.65 -0.03
C -9.739 14.731 14.070 -2.91 -0.40 0.10 -1.68
C -8.417 15.063 14.507 2.63 0.52 -0.41 1.15
C -7.411 15.425 13.559 -0.41 0.07 -0.31 -0.44
C -6.065 15.436 13.899 0.06 0.56 0.31 -0.50
C -5.735 15.075 15.200 0.35 0.36 -0.18 -0.61
C -6.687 14.955 16.187 0.95 -0.39 0.62 -0.52
C -8.009 15.036 15.880 -1.47 -0.22 -0.91 0.69
H -8.798 14.612 17.901 -0.13 0.39 -0.69 0.23
H -9.022 16.288 17.195 -0.36 -0.80 0.13 0.46
H -10.299 15.458 13.459 0.45 -0.06 0.11 0.37
H -9.979 13.699 13.671 0.77 1.10 0.57 0.25
H -7.725 15.727 12.531 0.18 -0.53 0.91 0.29
H -5.266 15.863 13.267 -0.59 -0.64 0.01 0.32
H -4.711 14.999 15.465 0.95 -0.01 0.25 0.40
H -6.421 14.775 17.241 0.09 0.18 -0.59 0.32
C -7.859 10.176 16.496 0.16 -1.05 -0.45 -1.74
C -7.786 10.988 17.769 0.27 1.23 1.12 1.45
C -6.358 11.438 18.056 -0.07 0.06 -0.42 -1.77
O -8.568 12.228 17.559 0.99 -1.03 0.28 -0.26
B -9.855 11.874 17.885 -1.85 0.20 -2.17 0.43
O -9.937 10.687 18.578 0.84 -0.67 1.01 -0.28
C -8.543 10.275 18.969 -1.27 0.96 -1.12 1.27
C -8.377 10.836 20.402 0.48 -0.45 -1.33 -1.58
C -8.530 8.751 18.973 -0.47 0.86 0.34 -1.84
H -7.455 10.769 15.662 -0.22 -0.07 0.24 0.46
H -8.930 9.961 16.301 0.68 -0.12 -0.12 0.30
H -7.248 9.207 16.532 -0.93 1.26 0.15 0.27
H -5.904 11.823 17.131 -0.21 -0.02 0.21 0.41
H -5.790 10.563 18.338 0.41 -0.22 0.34 0.45
H -6.282 12.234 18.808 -0.19 -0.38 -0.03 0.24
H -8.330 11.915 20.308 -0.02 0.23 0.43 0.37
H -7.512 10.428 20.937 0.02 0.17 -0.20 0.31
H -9.279 10.508 20.898 -0.20 0.24 0.36 0.32
H -9.056 8.359 18.098 0.57 -0.09 0.01 0.38
H -9.161 8.522 19.827 0.02 -0.50 0.19 0.51
H -7.519 8.378 19.161 -0.18 -0.20 -0.31 0.31
```
Positions in Å, forces in eV/Å.

***

- Among the records above, which one has the lowest total charge?
  C54H47BBrIN5O5RbSTe

***

- Number 1 is which compound?
  C40H44FN6OReSSi